The following is a quantum chemistry calculation of a molecular structure, C13H12AsBrN8O4ReS4 at a distorted geometry, from the OMol25 dataset.

Each line ends with the Löwdin charge.
Positions of all 44 atoms, in Å:
Re -0.09 -0.15 1.25  1.1282
Br -2.17 1.67 -5.32  0.8516
As -0.01 2.27 3.21  -0.0143
S 1.27 1.63 1.55  0.5130
S -0.45 4.27 3.77  0.3477
S 0.76 3.01 5.06  0.3245
S -1.38 0.60 3.00  0.4080
O 1.66 -0.20 3.90  0.0076
O -1.05 0.71 -0.07  -0.2960
O 2.44 -2.19 3.94  0.1584
O -1.25 2.77 0.87  -0.0322
N 1.12 -0.80 -0.45  -0.1218
N -0.60 -3.16 1.49  0.0525
N -1.38 -2.05 1.15  -0.0113
N -3.63 4.03 -2.29  0.1277
N 0.82 -1.66 2.42  -0.0492
N 1.72 -1.33 3.52  -0.3764
N 5.46 0.43 -2.03  0.2454
N 1.15 -4.01 2.70  0.2831
C -3.33 3.51 -3.48  -0.0948
C -2.17 2.47 -1.27  -0.1275
C -1.49 2.05 -0.07  -0.4582
C -1.89 1.89 -2.51  -0.0511
C 0.50 -2.98 2.24  -0.3512
C 1.16 -1.69 -2.67  0.0186
C 3.08 -0.58 -1.79  -0.1561
C 2.39 -0.40 -0.61  -0.0842
C 2.46 -1.24 -2.85  0.0790
C 4.41 -0.03 -1.92  -0.1370
C -3.08 3.53 -1.20  -0.0374
C -2.49 2.41 -3.63  -0.6624
C 0.52 -1.44 -1.48  -0.1069
H -0.51 -1.73 -1.35  0.1036
H -2.17 -1.96 1.79  0.1301
H -1.21 1.05 -2.59  0.1038
H -1.77 -2.21 0.22  0.1325
H 1.98 -3.87 3.26  0.1319
H -0.97 -4.09 1.32  0.1927
H 0.64 -2.21 -3.47  0.1410
H 2.89 0.07 0.23  0.0924
H -3.37 3.96 -0.25  0.1380
H 0.81 -4.96 2.57  0.1695
H -3.77 3.99 -4.35  0.1304
H 2.99 -1.39 -3.79  0.1569

- Largest force on an atom: 1.5 eV/A
- Relative energy (zero: lowest compared OMol25 entry of this formula, charge and spin): 0.000 eV
- Frontier orbital gap: 3.861 eV
- Charge: +3
- Highest occupied orbital energy: -16.54 eV
- Energy: -7721.30380 hartree

The following is a quantum chemistry calculation of a molecular structure, C33H79N9O8V at a distorted geometry, from the OMol25 dataset.

Each line ends with the Löwdin charge.
Positions of all 130 atoms, in Å:
V 16.78 -14.83 -13.90  1.1062
O 16.01 -12.73 -13.83  -0.0934
O 17.17 -14.01 -16.08  -0.0747
O 17.50 -14.55 -12.51  -0.2191
O 14.82 -14.65 -12.47  -0.0525
O 19.44 -13.86 -14.10  -0.0514
O 16.14 -16.84 -12.77  -0.0649
O 18.15 -16.34 -14.80  -0.0782
O 15.21 -15.63 -15.22  -0.1151
N 16.02 -10.57 -14.55  -0.1369
N 19.90 -17.78 -14.38  -0.1406
N 17.17 -12.40 -9.39  -0.1740
N 13.64 -15.79 -16.83  -0.1580
N 21.59 -13.09 -13.92  -0.1594
N 20.61 -16.69 -9.81  -0.1885
N 15.47 -18.87 -13.63  -0.1518
N 17.02 -13.22 -18.20  -0.1636
N 13.25 -15.09 -10.88  -0.1536
C 20.84 -15.25 -9.69  -0.2630
C 20.63 -18.89 -14.93  -0.0454
C 15.80 -18.02 -12.65  -0.2651
C 17.66 -13.80 -17.20  -0.2689
C 13.72 -14.45 -11.98  -0.2872
C 17.76 -12.84 -19.36  -0.0461
C 21.80 -18.94 -9.99  -0.0622
C 15.26 -9.34 -14.85  -0.0276
C 17.41 -10.60 -15.09  -0.0100
C 18.46 -11.72 -9.55  -0.2536
C 15.86 -13.79 -7.85  -0.0751
C 19.33 -17.16 -9.14  -0.1775
C 12.28 -16.00 -17.21  -0.0505
C 15.70 -18.68 -15.11  -0.0014
C 16.05 -11.82 -10.13  -0.2317
C 15.66 -12.70 -18.17  -0.0289
C 21.82 -17.43 -9.49  -0.2376
C 21.78 -13.74 -12.64  -0.0649
C 14.56 -16.00 -17.95  -0.0047
C 18.05 -16.70 -9.88  -0.0679
C 18.91 -11.73 -10.98  -0.0922
C 16.95 -12.73 -7.99  -0.2448
C 11.86 -15.07 -10.41  -0.0421
C 20.37 -13.19 -14.58  -0.2599
C 19.01 -17.14 -15.16  -0.2651
C 15.42 -11.64 -13.99  -0.2413
C 14.01 -15.76 -15.54  -0.2245
C 20.11 -17.37 -12.98  -0.0077
C 21.13 -14.73 -8.26  -0.0603
C 15.86 -10.35 -9.77  -0.0848
C 22.61 -12.05 -14.24  -0.0275
C 14.77 -20.06 -13.31  -0.0613
C 14.01 -16.15 -10.23  -0.0312
H 22.74 -19.43 -9.73  0.0698
H 14.91 -13.42 -8.22  0.0537
H 15.53 -16.34 -17.56  0.0961
H 21.71 -18.74 -14.93  0.0963
H 19.31 -16.82 -8.11  0.0971
H 18.71 -13.36 -19.38  0.0981
H 17.91 -9.67 -14.82  0.0969
H 17.48 -10.57 -16.17  0.0836
H 20.34 -12.68 -15.56  0.1356
H 19.92 -11.32 -11.08  0.0756
H 19.02 -17.53 -16.19  0.1501
H 19.59 -16.46 -12.68  0.0746
H 15.63 -14.00 -6.80  0.0780
H 16.25 -11.90 -11.19  0.0855
H 16.79 -11.79 -7.46  0.1141
H 15.11 -12.73 -17.23  0.0953
H 18.68 -14.17 -17.43  0.1560
H 12.12 -15.78 -18.26  0.0994
H 13.18 -15.79 -14.82  0.1636
H 11.24 -14.31 -10.90  0.0873
H 20.02 -14.73 -10.19  0.0894
H 11.33 -15.96 -10.76  0.0891
H 21.20 -14.66 -12.54  0.0675
H 23.61 -12.45 -14.07  0.0883
H 15.60 -18.47 -11.66  0.1442
H 14.19 -9.37 -14.61  0.0934
H 21.54 -13.06 -11.82  0.0849
H 15.66 -8.58 -14.19  0.0960
H 19.43 -18.25 -9.07  0.0963
H 14.74 -20.26 -12.24  0.0972
H 15.09 -16.01 -10.34  0.0723
H 14.16 -16.75 -18.63  0.1001
H 16.24 -17.81 -15.49  0.0584
H 18.21 -11.13 -11.57  0.0615
H 19.68 -18.20 -12.42  0.0939
H 16.10 -14.73 -8.36  0.0518
H 13.77 -20.03 -13.74  0.1041
H 11.72 -15.05 -9.33  0.0964
H 13.81 -16.19 -9.16  0.1005
H 15.55 -11.64 -18.41  0.0953
H 22.82 -14.02 -12.50  0.0966
H 15.09 -12.28 -9.87  0.0970
H 15.40 -20.90 -13.62  0.1002
H 18.04 -11.43 -14.78  0.0722
H 22.10 -15.18 -8.04  0.0643
H 11.61 -15.35 -16.65  0.1014
H 20.49 -19.79 -14.33  0.0975
H 15.03 -9.93 -10.35  0.0654
H 17.91 -11.77 -19.47  0.1045
H 16.23 -19.58 -15.42  0.0948
H 22.66 -16.99 -10.04  0.1090
H 21.67 -18.99 -11.07  0.0466
H 12.95 -13.76 -12.35  0.1445
H 18.49 -10.66 -9.29  0.1096
H 17.18 -13.22 -20.20  0.1013
H 15.13 -13.15 -19.00  0.0838
H 17.83 -13.16 -7.52  0.1101
H 17.17 -16.72 -9.23  0.0588
H 15.42 -9.06 -15.89  0.0927
H 21.17 -17.24 -12.73  0.0925
H 21.27 -13.65 -8.32  0.0695
H 19.24 -12.22 -8.96  0.1033
H 20.40 -19.15 -15.97  0.0931
H 16.67 -9.73 -10.15  0.0648
H 13.79 -17.07 -10.78  0.0894
H 14.55 -15.10 -18.56  0.0759
H 22.51 -11.14 -13.65  0.0883
H 22.03 -17.32 -8.43  0.1073
H 17.87 -17.25 -10.80  0.0426
H 22.54 -11.75 -15.29  0.0821
H 20.44 -15.08 -7.50  0.0681
H 21.06 -19.50 -9.42  0.0562
H 15.62 -10.13 -8.73  0.0802
H 14.43 -11.43 -13.56  0.1553
H 12.01 -17.06 -17.13  0.1042
H 21.70 -14.99 -10.30  0.0860
H 18.91 -12.74 -11.38  0.0489
H 14.76 -18.69 -15.67  0.0870
H 18.03 -15.66 -10.20  0.0483

- Largest force on an atom: 3.5 eV/A
- Multiplicity: 2
- Frontier orbital gap (alpha / beta): 6.510 / 7.099 eV
- Charge: +2
- <S²>: 0.81
- Highest occupied orbital energy (alpha / beta): -11.39 / -11.39 eV
- Energy: -3343.02511 hartree